(1)
Computed, not measured: a structure of composition C10H11NO5Ru at a distorted geometry, with ωB97M-V with the def2-TZVPD basis set.

The value obtained for the gap between HOMO and LUMO (spin up / spin down) is 6.66 / 5.41 eV. The total charge is +3. For the highest occupied orbital energy (spin up / spin down), the calculation gives -18.0683 / -22.7381 eV. As for the multiplicity: 6. For the lowest unoccupied orbital energy (spin up / spin down), the calculation gives -11.41 / -17.32 eV.

XYZ file:
```
28
Properties=species:S:1:pos:R:3:forces:R:3:mulliken_spin:R:1
O 0.084082 -2.821454 -2.854771 -0.01 2.41 -0.76 0.1830
C 0.071982 -1.673254 -2.854171 0.52 -10.51 0.96 0.0701
Ru 0.053182 0.137446 -2.853571 0.71 1.36 0.47 3.2462
O -2.510418 0.111446 -4.332871 2.89 0.00 1.58 0.1974
C -1.512918 0.121646 -3.757371 -8.54 0.09 -4.69 -0.0875
C 1.619182 0.153346 -3.757371 9.23 -0.23 -4.46 -0.1635
O 2.616582 0.163146 -4.333071 -3.29 0.09 1.73 0.2217
C 0.034482 1.948246 -2.853171 -0.23 9.43 1.50 -0.1066
O 0.022382 3.096446 -2.852771 0.07 -2.28 -0.65 0.2517
O -0.957218 -0.364054 -1.170971 -2.37 0.03 1.31 0.2155
C -0.544318 -0.492354 -0.025371 1.85 -0.28 1.37 0.0082
C 0.923782 -0.329954 0.268129 -0.03 -0.92 0.04 0.0586
C 1.216082 0.826146 1.227429 0.57 1.36 0.97 0.0546
C 0.853782 0.540146 2.689329 -0.62 -1.25 -0.57 0.0147
C -0.632018 0.320446 2.986629 2.04 3.05 1.22 0.1730
C -1.199118 -0.947654 2.345429 -2.14 -2.13 -0.90 0.1285
N -1.465618 -0.773654 0.933429 -0.33 -0.30 1.73 0.4668
H 1.344882 -1.278454 0.666829 -0.26 0.38 -0.15 -0.0087
H 1.439482 -0.108954 -0.690371 -0.29 -0.20 0.51 -0.0522
H 2.315882 0.989546 1.214429 -0.62 -0.04 -0.32 0.0177
H 0.729182 1.758246 0.868529 0.31 -0.45 0.20 -0.0159
H 1.423782 -0.347154 3.042729 -0.18 0.61 -0.05 -0.0023
H 1.187882 1.412546 3.292629 -0.13 -0.02 -0.03 0.0866
H -0.707918 0.189546 4.088429 -0.47 -0.40 -0.50 0.0351
H -1.242218 1.208746 2.710229 0.17 -0.68 0.08 -0.0111
H -0.538618 -1.821054 2.524029 0.26 0.51 -0.09 0.0497
H -2.174718 -1.155854 2.840129 0.58 0.07 -0.47 -0.0079
H -2.451518 -0.863254 0.637529 0.32 0.29 -0.03 -0.0234
```
Positions in Å, forces in eV/Å.


(2)
Computed, not measured: the molecule C10H11NOS at a distorted geometry, with ωB97M-V with the def2-TZVPD basis set.

For the energy above the lowest of the compared OMol25 structures with the same formula, charge and spin, the calculation gives 97.9 kcal per mole. The value obtained for the gap between HOMO and LUMO (spin up / spin down) is 7.90 / 7.90 eV. For the highest occupied orbital energy (spin up / spin down), the calculation gives -8.7796 / -8.7788 eV. For the lowest unoccupied orbital energy (spin up / spin down), the calculation gives -0.88 / -0.87 eV. The SMILES is CC[C@H](N=O)C(=S)c1ccccc1.

XYZ file:
```
24
Properties=species:S:1:pos:R:3:forces:R:3:lowdin_charge:R:1
C -2.159956 1.727138 1.985313 -1.51 -0.75 2.88 -0.1240
C -0.710927 2.017896 2.092602 1.91 1.29 -2.18 -0.2787
C 0.110979 0.970417 1.362217 -0.34 -1.84 0.55 -0.4078
N 1.485010 1.093285 1.863576 2.47 0.39 0.73 0.0158
O 2.230321 0.142597 1.877651 -1.62 0.73 -0.26 0.0483
C 0.166161 1.003868 -0.129275 1.48 1.08 -1.40 -0.6467
S -0.450189 2.247806 -0.941445 -0.38 0.22 -0.42 0.8424
C 1.095243 0.024112 -0.820430 -2.40 0.93 1.72 -0.3116
C 0.895217 -1.267598 -0.405909 -0.67 -1.70 0.66 -0.0571
C 1.733632 -2.213767 -0.972822 -0.55 -2.37 0.82 -0.0718
C 2.711274 -1.942631 -1.939094 -1.32 -1.81 1.62 -0.0902
C 2.834750 -0.664092 -2.294114 1.04 1.97 -2.34 -0.1097
C 2.016155 0.322728 -1.776863 1.20 2.98 -1.08 -0.0543
H -2.545642 1.593722 1.012828 -0.25 0.35 -1.23 0.0365
H -2.485548 0.756789 2.530405 0.88 1.36 -0.63 0.1114
H -2.681903 2.527277 2.541012 -0.21 -0.33 -0.59 0.0840
H -0.323374 2.058343 3.076513 -0.01 -0.28 1.36 0.0935
H -0.347987 3.052017 1.691628 -1.14 -1.66 0.33 0.1319
H -0.190756 -0.048130 1.667507 -0.20 0.23 -0.05 0.1431
H 0.014501 -1.524741 0.334181 2.23 0.28 -1.65 0.1582
H 1.600168 -3.261532 -0.632448 0.12 0.67 -0.38 0.1126
H 3.274952 -2.747957 -2.386567 0.12 0.05 0.09 0.1099
H 3.530120 -0.446122 -3.124312 -0.32 0.29 0.67 0.1205
H 2.183825 1.419023 -2.129731 -0.53 -2.10 0.76 0.1437
```
Positions in Å, forces in eV/Å.


(3)
Computed, not measured: the ion C10H11O5 with charge -1 at a distorted geometry, with ωB97M-V with the def2-TZVPD basis set.

For the energy above the lowest of the compared OMol25 structures with the same formula, charge and spin, the calculation gives 3.7 kcal per mole. The value obtained for the gap between HOMO and LUMO (spin up / spin down) is 6.35 / 6.35 eV. The total charge is -1. For the highest occupied orbital energy (spin up / spin down), the calculation gives -2.9257 / -2.9247 eV. For the lowest unoccupied orbital energy (spin up / spin down), the calculation gives 3.42 / 3.42 eV.

XYZ file:
```
26
Properties=species:S:1:pos:R:3:forces:R:3:lowdin_charge:R:1
C 3.744941 0.600672 -0.254177 -1.18 -1.72 1.00 -0.0248
C 2.919934 1.420107 -0.893925 -2.10 0.96 -0.11 -0.2305
C 3.194978 -0.570652 0.513774 0.24 -0.13 -1.47 -0.5122
C 0.076365 0.738632 0.593560 -0.65 0.33 0.28 -0.2752
C 0.467784 1.496110 1.637826 0.23 0.32 0.52 0.0350
C -1.310584 0.489229 0.036856 -1.24 1.86 2.15 -0.2271
C 0.963701 -0.034704 -0.193174 2.63 0.37 -1.73 -0.2460
C -1.094674 -0.771579 -0.765489 -2.52 -1.32 -2.01 -0.5843
C -2.407500 0.169914 1.110025 -0.03 1.40 0.04 -0.0628
C -2.177669 -1.025470 -1.854534 0.07 1.16 -0.22 -0.0077
O 2.514953 2.400180 -1.423041 0.75 -0.81 0.10 0.0806
O 3.910024 -1.365542 1.066648 0.62 -0.03 0.63 0.0502
O 1.868066 -0.876198 0.492564 -0.48 0.41 -0.21 0.0454
O 0.200759 -0.778099 -1.235672 0.63 0.67 1.49 0.0235
O -1.368680 -1.988241 -0.004501 -1.01 1.34 0.22 -0.0104
H 4.814592 0.599512 -0.335597 0.21 0.30 -0.04 0.0956
H 1.595191 1.531725 1.776898 -1.68 0.25 0.34 0.0732
H -0.269945 2.024863 2.320982 1.24 -0.68 -0.97 0.0580
H -1.804947 1.417184 -0.488033 1.44 -1.85 0.19 0.1770
H -2.725739 1.031669 1.806287 0.38 -0.87 -1.60 0.0936
H -2.132591 -0.612717 1.801515 0.13 -0.41 -0.25 0.0668
H -3.169681 -0.147037 0.383486 -0.75 -0.02 1.18 0.0653
H -2.569490 -0.041339 -2.298595 0.49 -1.67 0.27 0.1023
H -2.941767 -1.633821 -1.345687 -0.20 0.86 -0.26 0.0741
H -1.776526 -1.757945 -2.564719 0.12 0.63 -0.31 0.0796
H -0.521501 -2.316447 0.116712 2.66 -1.35 0.78 0.0607
```
Positions in Å, forces in eV/Å.


(4)
Computed, not measured: a structure of composition C10H12BrClNO9PRe at a distorted geometry, with ωB97M-V with the def2-TZVPD basis set.

For the energy above the lowest of the compared OMol25 structures with the same formula, charge and spin, the calculation gives 0.0 kcal per mole. The value obtained for the gap between HOMO and LUMO (spin up / spin down) is 7.14 / 6.90 eV. For the highest occupied orbital energy (spin up / spin down), the calculation gives -9.0100 / -8.7191 eV. As for the multiplicity: 2. For the lowest unoccupied orbital energy (spin up / spin down), the calculation gives -1.87 / -1.82 eV.

XYZ file:
```
36
Properties=species:S:1:pos:R:3:forces:R:3:mulliken_spin:R:1
Re -0.539807 -1.323610 -0.209712 -0.09 0.23 0.53 0.9380
O 2.191117 3.459880 -2.788400 0.07 -0.02 -0.03 0.0015
C 1.655616 2.417924 -2.135806 0.11 0.01 -0.04 0.0032
C 2.370338 1.242731 -1.877965 0.13 0.23 -0.10 -0.0009
C 1.726394 0.236142 -1.214315 -0.46 -0.07 0.36 0.0254
N 0.460910 0.366823 -0.812968 0.43 0.48 -0.62 -0.0146
C -0.227971 1.483095 -1.058802 0.06 -0.48 0.13 0.0246
C 0.333965 2.545995 -1.707507 0.00 0.20 -0.02 0.0023
C -1.634080 1.380585 -0.539965 -0.07 0.20 -0.04 -0.0120
O -2.357381 2.330736 -0.460674 -0.17 -0.13 0.02 0.0252
O -1.921940 0.146675 -0.111091 0.93 -0.42 -0.20 0.0199
C 2.304515 -1.096201 -0.827381 -0.05 -0.19 -0.28 -0.0120
O 3.454368 -1.368250 -1.025935 0.06 -0.15 0.14 0.0155
O 1.397047 -1.888924 -0.256670 -0.55 0.66 0.08 -0.0089
H 3.088500 3.254689 -3.080038 -0.05 0.03 0.02 -0.0001
H 3.399370 1.099902 -2.186321 -0.04 0.02 0.01 -0.0002
H -0.243368 3.440074 -1.899568 0.04 -0.02 0.00 -0.0001
C 0.616030 -1.850228 3.073669 0.04 0.02 0.05 -0.0016
P -0.482703 -0.775690 2.124251 0.03 -0.24 -0.21 -0.0196
C 0.110714 0.906304 2.447507 -0.02 -0.02 0.03 -0.0022
C -2.099031 -0.856745 2.926927 0.03 0.05 0.05 0.0022
H 0.668863 -1.522753 4.113154 0.01 -0.02 -0.01 0.0004
H 1.611572 -1.833579 2.628580 -0.02 0.00 0.02 -0.0027
H 0.234162 -2.869300 3.025703 0.01 0.00 -0.01 -0.0008
H 0.149193 1.078950 3.523597 0.01 0.04 0.00 -0.0012
H -0.568931 1.632220 1.999955 0.01 0.01 0.00 -0.0001
H 1.107926 1.039133 2.027230 -0.01 0.01 0.00 0.0014
H -2.064284 -0.360736 3.898076 -0.02 -0.04 0.00 0.0002
H -2.381567 -1.900033 3.054677 -0.02 -0.01 -0.03 0.0010
H -2.832112 -0.366126 2.287529 -0.01 0.01 0.02 0.0000
O -0.391937 -1.769485 -2.366560 -0.53 0.21 0.16 0.0068
Cl -1.650316 -1.313258 -3.111225 -0.34 -0.13 -0.09 0.0066
O -1.552370 0.116551 -3.240831 0.03 -0.29 0.09 0.0006
O -1.671903 -1.958021 -4.376128 0.20 0.10 0.39 0.0017
O -2.760014 -1.686124 -2.276357 0.35 0.15 -0.32 0.0046
Br -1.500886 -3.439346 0.433363 -0.12 -0.42 -0.07 -0.0041
```
Positions in Å, forces in eV/Å.